{
  "formula": "C2H3FeO2",
  "method": "ωB97M-V/def2-TZVPD",
  "spin_multiplicity": 5,
  "total_energy_ha": -1491.757333,
  "orbital_gap_ev": [7.89, 7.33],
  "charge": 1,
  "symbols": ["H", "Fe", "O", "H", "H", "O", "C", "C"],
  "positions_angstrom": [[1.07, -0.15, 1.13], [-2.41, 0.98, 0.02], [-0.28, 0.51, -0.35], [1.64, 1.08, -0.04], [1.43, -0.66, -0.52], [-1.26, -1.41, 0.26], [1.04, 0.17, 0.08], [-1.22, -0.53, -0.58]]
}